Entry 1:
{"formula": "C34H29AsFN3ReS2", "method": "wB97M-V/def2-TZVPD", "homo_energy_ev": [-13.3, -13.3], "fmax_ev_per_a": 1.9, "de_lowest_kcal_mol": 43.9, "lumo_ev": [-7.72, -7.36], "e_tot_ha": -4687.0513, "multiplicity": 2, "charge": 2, "homo_lumo_gap_ev": [5.564, 5.924], "elements": ["Re", "C", "N", "C", "C", "N", "C", "S", "C", "C", "C", "C", "C", "N", "H", "H", "H", "H", "H", "H", "H", "H", "H", "S", "C", "C", "C", "C", "C", "C", "As", "C", "C", "C", "C", "C", "C", "C", "C", "C", "C", "C", "C", "H", "H", "H", "H", "H", "H", "H", "H", "H", "H", "H", "H", "H", "H", "F", "C", "C", "C", "C", "C", "C", "C", "H", "H", "H", "H", "H", "H"], "coordinates": [[-0.03, 0.25, 0.11], [0.37, -1.57, -4.91], [1.36, -1.68, -3.87], [2.57, -2.31, -3.98], [3.22, -2.16, -2.81], [2.41, -1.43, -1.95], [1.26, -1.15, -2.64], [-0.16, -0.31, -2.22], [2.84, -0.96, -0.69], [4.02, -1.47, -0.16], [4.58, -0.90, 0.98], [3.96, 0.21, 1.52], [2.75, 0.61, 0.99], [2.15, 0.01, -0.06], [0.71, -2.13, -5.78], [0.23, -0.53, -5.20], [-0.59, -1.97, -4.56], [2.88, -2.81, -4.88], [4.20, -2.50, -2.56], [4.51, -2.32, -0.60], [5.49, -1.30, 1.39], [4.37, 0.74, 2.37], [2.24, 1.47, 1.41], [-0.15, 1.40, 2.17], [-1.78, 1.90, 2.56], [-1.98, 2.74, 3.66], [-3.25, 3.17, 3.97], [-4.34, 2.76, 3.22], [-4.14, 1.94, 2.12], [-2.87, 1.51, 1.78], [-2.53, 0.48, 0.17], [-3.40, -1.24, 0.46], [-3.90, -1.59, 1.71], [-4.50, -2.83, 1.89], [-4.59, -3.71, 0.82], [-4.06, -3.38, -0.41], [-3.47, -2.14, -0.60], [-3.78, 1.41, -1.01], [-5.09, 0.94, -1.01], [-6.09, 1.67, -1.62], [-5.79, 2.87, -2.24], [-4.49, 3.35, -2.23], [-3.48, 2.63, -1.61], [-1.13, 3.05, 4.26], [-3.39, 3.84, 4.81], [-5.33, 3.10, 3.47], [-4.98, 1.64, 1.50], [-3.83, -0.89, 2.54], [-4.90, -3.10, 2.85], [-5.07, -4.67, 0.96], [-4.13, -4.08, -1.23], [-3.06, -1.85, -1.57], [-5.32, -0.01, -0.53], [-7.11, 1.30, -1.61], [-6.58, 3.44, -2.71], [-4.27, 4.29, -2.70], [-2.47, 3.02, -1.60], [3.14, -3.70, 4.93], [2.38, -3.24, 3.94], [1.29, -2.43, 4.23], [0.51, -1.95, 3.19], [0.79, -2.30, 1.86], [-0.13, -1.91, 0.79], [1.89, -3.12, 1.60], [2.70, -3.58, 2.63], [1.06, -2.21, 5.26], [-0.34, -1.33, 3.40], [-1.16, -2.02, 1.13], [0.04, -2.51, -0.11], [2.07, -3.47, 0.60], [3.55, -4.21, 2.44]], "lowdin_charge": [0.76, -0.01, -0.11, 0.02, 0.01, 0.05, -0.60, 0.71, -0.23, 0.01, 0.01, 0.00, -0.14, -0.03, 0.11, 0.11, 0.10, 0.15, 0.13, 0.12, 0.13, 0.13, 0.05, 0.72, -0.63, -0.09, -0.04, -0.03, -0.07, -0.39, 1.21, -0.42, -0.09, -0.05, -0.05, -0.06, -0.12, -0.36, -0.12, -0.05, -0.05, -0.06, -0.10, 0.11, 0.12, 0.12, 0.11, 0.10, 0.12, 0.12, 0.11, 0.10, 0.10, 0.12, 0.12, 0.11, 0.10, 0.10, -0.27, 0.02, -0.05, -0.32, -0.19, -0.06, 0.00, 0.13, 0.10, 0.04, 0.07, 0.11, 0.13]}

Entry 2:
{"formula": "C34H29BrEuN10O4S7", "method": "wB97M-V/def2-TZVPD", "homo_energy_ev": [-0.9, -2.5], "fmax_ev_per_a": 2.6, "de_lowest_kcal_mol": 0.0, "lumo_ev": [3.41, 3.41], "e_tot_ha": -8233.4890, "multiplicity": 8, "charge": -2, "homo_lumo_gap_ev": [4.294, 5.901], "elements": ["Eu", "Br", "C", "C", "C", "C", "C", "C", "N", "N", "C", "C", "C", "C", "O", "C", "N", "C", "C", "C", "C", "H", "H", "H", "H", "H", "H", "H", "H", "H", "N", "N", "C", "O", "O", "H", "H", "H", "S", "C", "N", "N", "C", "S", "N", "C", "C", "C", "C", "C", "C", "H", "H", "H", "H", "H", "H", "H", "H", "C", "S", "C", "C", "S", "S", "C", "S", "S", "H", "H", "H", "N", "C", "O", "C", "C", "C", "C", "N", "C", "H", "H", "H", "H", "H", "H"], "coordinates": [[0.28, 0.13, -0.36], [7.03, 5.09, 2.79], [5.89, 4.08, 3.94], [6.44, 3.13, 4.78], [5.61, 2.38, 5.60], [4.22, 2.56, 5.58], [3.69, 3.54, 4.73], [4.52, 4.30, 3.92], [3.45, 1.88, 6.55], [2.22, 1.49, 6.33], [1.67, 1.31, 5.06], [0.32, 1.64, 4.93], [-0.31, 1.75, 3.69], [0.35, 1.43, 2.50], [-0.14, 1.64, 1.32], [1.66, 0.80, 2.64], [2.17, 0.20, 1.53], [3.35, -0.37, 1.60], [4.09, -0.43, 2.78], [3.58, 0.13, 3.92], [2.34, 0.79, 3.89], [7.52, 2.97, 4.79], [6.03, 1.64, 6.28], [2.62, 3.72, 4.71], [4.10, 5.06, 3.27], [-0.21, 1.91, 5.84], [-1.33, 2.11, 3.62], [3.70, -0.87, 0.70], [5.05, -0.94, 2.78], [4.11, 0.03, 4.86], [2.31, 1.91, -0.89], [2.00, 2.45, -2.16], [1.30, 1.61, -3.08], [1.38, 1.93, -4.27], [0.65, 0.66, -2.55], [2.44, 2.67, -0.24], [3.15, 1.36, -0.92], [2.75, 2.94, -2.63], [-0.88, -1.47, 1.74], [0.35, -2.48, 1.31], [1.17, -3.26, 1.05], [0.83, -2.15, -3.53], [1.33, -2.57, -2.37], [2.51, -1.63, -1.56], [1.01, -3.78, -1.87], [-0.07, -4.62, -2.25], [-0.22, -5.06, -3.56], [-1.32, -5.84, -3.91], [-2.26, -6.19, -2.96], [-2.08, -5.79, -1.64], [-0.99, -5.01, -1.28], [0.90, -1.14, -3.66], [-0.05, -2.55, -3.83], [1.30, -3.86, -0.90], [0.54, -4.81, -4.30], [-1.43, -6.16, -4.94], [-3.14, -6.77, -3.24], [-2.82, -6.05, -0.89], [-0.86, -4.67, -0.26], [-3.83, -1.91, -4.74], [-4.51, -0.66, -3.63], [-4.48, -1.53, -2.11], [-3.37, -1.78, -1.35], [-1.74, -1.46, -1.82], [-3.74, -2.60, 0.17], [-5.45, -2.79, -0.04], [-6.43, -3.55, 1.06], [-6.01, -2.09, -1.50], [-3.76, -1.46, -5.73], [-4.49, -2.78, -4.77], [-2.84, -2.20, -4.38], [-5.94, 2.63, -2.68], [-5.27, 2.18, -1.57], [-5.83, 1.53, -0.70], [-3.83, 2.57, -1.50], [-3.37, 3.83, -1.85], [-2.01, 4.08, -1.76], [-1.16, 3.06, -1.36], [-1.60, 1.85, -1.03], [-2.91, 1.62, -1.07], [-6.85, 2.25, -2.85], [-5.41, 2.91, -3.49], [-4.06, 4.60, -2.16], [-1.60, 5.06, -2.01], [-0.09, 3.22, -1.33], [-3.25, 0.64, -0.77]], "lowdin_charge": [1.24, 0.67, -0.70, -0.14, -0.05, -0.31, -0.02, -0.13, 0.03, 0.06, -0.28, -0.03, -0.02, -0.41, -0.24, -0.16, 0.04, -0.16, -0.04, -0.02, -0.10, 0.09, 0.11, 0.12, 0.10, 0.11, 0.11, 0.04, 0.10, 0.10, -0.03, -0.05, -0.75, -0.03, -0.29, 0.08, 0.06, 0.11, 0.49, -0.97, 0.01, 0.10, -0.89, 0.57, 0.06, -0.25, -0.05, -0.10, -0.11, -0.08, -0.02, 0.07, 0.06, 0.05, 0.11, 0.09, 0.09, 0.11, 0.11, -0.40, 0.77, -1.04, -1.11, 0.54, 0.86, -1.53, 0.42, 0.87, 0.03, 0.03, 0.00, 0.16, -0.51, 0.07, -0.13, -0.03, -0.05, -0.11, 0.01, -0.07, 0.10, 0.09, 0.11, 0.10, 0.09, 0.09]}

Entry 3:
{"formula": "C34H29F5MoN2O2P2S2", "method": "wB97M-V/def2-TZVPD", "homo_energy_ev": [-12.4, -12.4], "fmax_ev_per_a": 2.0, "de_lowest_kcal_mol": 9.6, "lumo_ev": [-8.15, -8.14], "e_tot_ha": -3618.9976, "charge": 2, "homo_lumo_gap_ev": [4.283, 4.294], "elements": ["Mo", "F", "C", "C", "F", "C", "F", "C", "S", "C", "F", "C", "F", "C", "S", "C", "C", "C", "N", "P", "C", "C", "C", "C", "C", "C", "C", "C", "C", "C", "C", "C", "P", "C", "C", "C", "C", "C", "C", "C", "C", "C", "C", "C", "C", "H", "H", "H", "H", "H", "H", "H", "H", "H", "H", "H", "H", "H", "H", "H", "H", "H", "H", "H", "H", "H", "H", "H", "H", "H", "H", "H", "H", "H", "O", "N", "O"], "coordinates": [[-0.04, 0.39, 0.26], [-2.19, -3.59, -4.80], [-1.83, -3.19, -3.59], [-1.54, -1.86, -3.36], [-1.61, -0.96, -4.33], [-1.17, -1.49, -2.08], [-0.86, -0.15, -1.87], [-1.05, -2.36, -1.02], [-0.52, -1.84, 0.58], [-1.35, -3.69, -1.28], [-1.27, -4.59, -0.31], [-1.74, -4.11, -2.55], [-2.02, -5.38, -2.77], [7.85, 4.12, 1.27], [7.49, 3.07, 2.69], [5.71, 3.38, 2.85], [4.87, 2.34, 2.12], [3.39, 2.66, 2.22], [2.51, 1.69, 1.50], [1.35, 0.71, 2.28], [2.14, -0.78, 2.91], [1.33, -1.68, 3.61], [1.88, -2.86, 4.08], [3.22, -3.14, 3.86], [4.02, -2.25, 3.16], [3.48, -1.07, 2.67], [0.64, 1.57, 3.68], [1.23, 1.42, 4.94], [0.72, 2.13, 6.02], [-0.38, 2.95, 5.85], [-0.97, 3.09, 4.60], [-0.46, 2.40, 3.51], [1.80, 2.02, -0.02], [2.33, 3.60, -0.63], [1.45, 4.68, -0.62], [1.89, 5.92, -1.07], [3.19, 6.07, -1.53], [4.07, 4.99, -1.54], [3.64, 3.75, -1.10], [2.28, 0.72, -1.18], [2.25, -0.60, -0.73], [2.33, -1.66, -1.65], [2.41, -1.40, -2.99], [2.42, -0.07, -3.45], [2.33, 0.98, -2.56], [8.90, 3.98, 1.04], [7.68, 5.17, 1.51], [7.26, 3.83, 0.40], [5.50, 4.39, 2.47], [5.48, 3.38, 3.92], [5.08, 1.36, 2.56], [5.18, 2.29, 1.07], [3.20, 3.65, 1.80], [3.07, 2.68, 3.26], [0.29, -1.45, 3.79], [1.26, -3.56, 4.63], [3.65, -4.06, 4.24], [5.07, -2.47, 2.99], [4.10, -0.38, 2.11], [2.08, 0.76, 5.08], [1.18, 2.02, 6.99], [-0.78, 3.49, 6.70], [-1.83, 3.73, 4.48], [-0.92, 2.52, 2.54], [0.44, 4.56, -0.26], [1.21, 6.77, -1.07], [3.53, 7.04, -1.88], [5.08, 5.12, -1.91], [4.32, 2.90, -1.13], [2.37, -0.84, 0.33], [2.34, -2.68, -1.28], [2.49, -2.21, -3.70], [2.49, 0.13, -4.51], [2.32, 2.00, -2.93], [-3.78, 2.11, 0.03], [-3.41, 1.11, 0.23], [-1.58, 1.19, 0.50]], "lowdin_charge": [1.04, 0.17, -0.12, -0.14, 0.15, -0.21, -0.04, -0.48, 0.70, -0.23, 0.12, -0.13, 0.17, -0.41, 0.82, -0.51, -0.26, -0.22, -0.39, 0.90, -0.39, -0.11, -0.04, -0.04, -0.04, -0.09, -0.35, -0.08, -0.04, -0.04, -0.06, -0.09, 0.92, -0.38, -0.08, -0.05, -0.03, -0.04, -0.09, -0.38, -0.20, -0.06, -0.04, -0.03, -0.07, 0.04, 0.04, 0.02, 0.08, 0.08, 0.09, 0.10, 0.11, 0.12, 0.11, 0.12, 0.12, 0.12, 0.09, 0.12, 0.12, 0.12, 0.11, 0.07, 0.11, 0.12, 0.12, 0.12, 0.11, 0.06, 0.13, 0.12, 0.13, 0.11, 0.32, 0.26, -0.54]}